1.
77
Properties=species:S:1:pos:R:3:forces:R:3:lowdin_charge:R:1 method="wB97M-V/def2-TZVPD" charge=-1 e_lumo_ev=2.0 gap_ha=0.2388
C 3.446 -4.202 -0.086 -0.043 0.889 0.496 -0.0314
C 3.221 -2.891 0.670 0.696 -0.178 0.604 -0.3702
C 4.266 -1.834 0.438 0.613 0.226 -0.050 -0.0469
N 2.207 -2.717 1.434 -0.921 -0.173 -2.140 0.0664
N 1.050 -2.110 0.851 -0.433 0.637 1.268 -0.1805
C -0.169 -2.893 0.923 0.007 -1.237 -0.553 -0.1724
C -0.682 -3.303 -0.495 0.060 -0.179 0.782 -0.0400
C -1.998 -2.665 -0.941 0.284 -1.041 -0.504 -0.6059
F -2.495 -1.732 -0.139 0.069 0.263 -0.137 0.1300
F -1.916 -2.214 -2.209 -0.101 0.453 0.167 0.1096
F -2.980 -3.628 -1.006 -0.039 0.114 0.106 0.0617
C 0.987 -0.688 0.961 1.047 0.092 -0.234 -0.6097
I -0.213 0.141 2.601 -0.084 0.017 -0.108 0.8397
C 0.735 -0.001 -0.407 -0.547 1.069 -1.185 -0.7395
O -0.387 -0.015 -0.942 -0.230 -0.631 0.586 -0.0552
O 1.746 0.566 -0.902 0.441 -0.478 0.644 -0.0857
H 2.462 -4.626 -0.285 0.150 -0.256 0.128 0.0686
H 3.951 -3.952 -1.023 0.134 -0.269 0.098 0.0737
H 4.072 -4.842 0.541 -0.066 -0.261 -0.277 0.0775
H 4.342 -1.131 1.267 -0.261 -0.079 -0.018 0.0774
H 5.269 -2.253 0.279 -0.175 -0.092 -0.076 0.0695
H 4.026 -1.243 -0.461 -0.253 -0.134 0.100 0.0927
H 0.109 -3.837 1.396 0.082 0.196 0.092 0.1096
H -0.976 -2.486 1.539 0.246 0.471 -0.114 0.0684
H -0.842 -4.389 -0.480 -0.219 0.470 -0.077 0.0737
H 0.126 -3.144 -1.208 -0.288 0.475 -0.132 0.1235
H 1.990 -0.360 1.211 -0.165 -0.037 0.266 0.0518
C -0.062 3.230 5.696 0.153 0.045 -0.122 -0.2684
S -1.806 2.806 5.801 0.173 0.202 0.026 0.7758
O -2.005 1.595 4.972 -0.158 -0.179 0.008 -0.6264
C -2.387 4.208 4.834 -0.027 0.114 -0.178 -0.2691
H 0.505 2.452 6.203 -0.079 -0.046 0.021 0.0480
H 0.241 3.282 4.647 -0.087 -0.013 -0.030 0.0333
H 0.109 4.188 6.190 -0.039 -0.004 0.018 0.0489
H -1.918 4.191 3.848 0.090 -0.076 0.044 0.0494
H -2.143 5.135 5.355 0.010 -0.023 0.027 0.0480
H -3.467 4.122 4.730 -0.001 -0.066 0.059 0.0441
C -1.814 -8.293 1.413 0.000 -0.053 0.144 -0.2741
S -2.660 -7.376 0.115 -0.031 -0.066 -0.066 0.8232
O -2.024 -6.040 0.034 0.024 -0.311 0.164 -0.5388
C -4.207 -7.168 1.009 -0.100 -0.004 0.123 -0.2689
H -0.798 -8.493 1.077 -0.019 0.043 -0.063 0.0472
H -1.787 -7.699 2.326 -0.013 0.056 -0.043 0.0585
H -2.332 -9.237 1.589 -0.007 0.003 -0.031 0.0478
H -4.023 -6.646 1.948 0.063 0.027 -0.035 0.0601
H -4.652 -8.146 1.198 0.021 -0.011 -0.031 0.0484
H -4.877 -6.577 0.388 0.073 0.017 -0.050 0.0511
C 0.537 5.872 0.279 0.050 0.143 0.051 -0.2771
S 0.340 4.149 0.768 -0.108 -0.235 -0.031 0.8036
O 0.504 4.097 2.254 0.027 0.278 0.055 -0.5913
C 1.859 3.563 0.036 0.243 0.005 0.170 -0.2588
H -0.307 6.437 0.674 -0.023 -0.061 0.011 0.0397
H 1.467 6.268 0.688 0.014 -0.065 0.016 0.0511
H 0.542 5.939 -0.809 -0.016 -0.052 0.001 0.0502
H 2.708 4.105 0.459 -0.086 0.104 0.014 0.0634
H 1.819 3.705 -1.042 -0.044 -0.062 -0.006 0.0354
H 1.958 2.500 0.252 -0.139 -0.036 -0.140 0.0302
C -2.727 1.488 -2.071 0.017 0.093 -0.071 -0.2704
S -3.559 2.399 -3.370 0.081 -0.178 0.140 0.7910
O -2.935 3.752 -3.449 -0.096 0.067 0.011 -0.5784
C -5.124 2.592 -2.498 -0.134 0.091 0.025 -0.2878
H -1.703 1.289 -2.381 0.001 -0.063 0.067 0.0402
H -2.717 2.077 -1.154 0.014 0.039 -0.024 0.0646
H -3.239 0.540 -1.906 0.050 -0.030 -0.039 0.0513
H -4.957 3.115 -1.556 0.079 -0.012 -0.013 0.0533
H -5.559 1.610 -2.314 0.042 -0.016 -0.012 0.0474
H -5.796 3.176 -3.126 0.045 0.000 -0.033 0.0381
C 3.174 4.501 -5.235 0.122 0.046 -0.134 -0.2777
S 3.244 3.471 -3.759 -0.219 -0.089 0.152 0.8037
O 4.079 4.192 -2.763 0.102 0.086 -0.131 -0.5541
C 4.270 2.182 -4.476 0.139 -0.068 -0.089 -0.2677
H 2.604 5.396 -4.995 -0.021 -0.040 0.068 0.0465
H 4.184 4.780 -5.540 0.015 -0.020 0.054 0.0516
H 2.674 3.954 -6.035 -0.033 -0.014 0.035 0.0502
H 5.209 2.611 -4.829 -0.027 0.067 0.034 0.0530
H 3.735 1.708 -5.300 -0.047 -0.001 0.038 0.0522
H 4.470 1.445 -3.701 -0.098 0.040 0.058 0.0520

2.
15
Properties=species:S:1:pos:R:3:forces:R:3:lowdin_charge:R:1 method="wB97M-V/def2-TZVPD" charge=0 e_lumo_ev=0.7 gap_ha=0.3883 smiles=NC(CO)CO e_above_lowest_ev=1.359
C -0.913 1.066 -0.306 0.114 -0.175 0.019 -0.2413
O -2.019 0.811 -1.154 0.089 0.056 -0.097 -0.0561
C 0.092 -0.073 -0.254 0.051 0.153 0.308 -0.3760
C 1.302 0.336 0.596 -0.239 -0.471 -0.216 -0.2441
O 2.221 -0.726 0.714 0.125 -0.013 -0.017 -0.0694
N -0.468 -1.319 0.278 -0.189 -0.121 -0.100 0.0479
H -0.413 1.965 -0.661 -0.045 0.112 -0.086 0.1240
H -1.260 1.264 0.713 -0.102 0.039 0.131 0.1205
H -2.118 -0.142 -1.235 -0.081 -0.045 0.045 0.0689
H 0.453 -0.282 -1.257 0.088 -0.026 -0.253 0.1483
H 0.951 0.646 1.587 0.042 0.212 0.012 0.1226
H 1.823 1.145 0.092 0.061 0.230 0.161 0.1225
H 1.704 -1.510 0.940 -0.090 0.005 -0.013 0.0689
H -1.286 -1.171 0.860 0.127 0.067 0.061 0.0859
H -0.725 -1.969 -0.452 0.050 -0.024 0.046 0.0774

3.
4
Properties=species:S:1:pos:R:3:forces:R:3:lowdin_charge:R:1 method="wB97M-V/def2-TZVPD" charge=+1 e_lumo_ev="-8.6 / -8.6" gap_ha="0.3953 / 0.3954" smiles=FC#[N+]F e_above_lowest_ev=1.976
C -0.684 -0.142 0.009 12.974 0.819 0.082 0.1605
N 0.650 0.222 0.110 -9.806 -0.814 -0.290 0.2174
F -1.852 0.071 -0.041 -1.348 0.732 0.243 0.4366
F 1.886 -0.151 -0.079 -1.819 -0.738 -0.035 0.1854

4.
50
Properties=species:S:1:pos:R:3:forces:R:3:lowdin_charge:R:1 method="wB97M-V/def2-TZVPD" charge=-1 e_lumo_ev="2.6 / 2.5" gap_ha="0.0989 / 0.2660" multiplicity=2
O -2.003 1.315 -0.403 -7.090 -2.891 -0.430 -0.1081
C -1.018 1.959 -0.276 6.446 0.112 -0.835 -0.4114
C 0.249 1.093 -0.655 -0.852 0.128 2.336 -0.1797
C 0.156 -0.196 0.247 0.344 -0.184 1.836 -0.2505
C 0.556 -1.492 -0.529 1.582 0.825 -0.899 -0.4539
S 2.388 -1.844 -0.243 -1.213 -0.707 0.839 0.7774
C 2.341 -2.706 1.376 -4.572 -0.521 -2.006 -0.4068
H -0.984 2.978 0.022 -0.104 0.459 0.094 0.0364
H 1.128 1.522 -0.247 1.218 0.817 -0.434 0.0350
H 0.397 0.720 -1.695 -0.544 0.710 0.138 0.0668
H 0.815 -0.108 1.244 -0.842 -0.089 -2.597 0.1028
H -0.846 -0.208 0.777 0.801 -0.594 -1.405 0.0837
H -0.146 -2.323 -0.320 0.892 0.255 -0.079 0.0587
H 0.815 -1.330 -1.679 -1.843 -0.211 2.589 0.0220
H 1.757 -3.682 1.274 0.596 1.260 0.050 0.0597
H 3.278 -2.965 1.557 4.280 -0.987 1.179 -0.0533
H 1.886 -2.134 2.163 -0.080 0.495 0.280 0.0092
H -0.841 -0.269 -3.275 -1.275 -1.662 -0.862 0.0768
H 0.129 -0.982 -3.937 -0.131 -0.975 -0.576 0.0028
O -0.842 -1.106 -3.868 0.943 2.676 1.390 -0.1201
H -2.734 -3.197 -1.321 -0.259 0.148 -0.011 0.0275
H -1.762 -3.792 -0.437 -0.609 0.404 0.343 0.0411
O -2.619 -3.322 -0.374 0.428 -0.579 0.130 -0.0747
H 2.345 2.716 -1.065 -3.470 -0.624 0.144 -0.0695
H 3.490 2.746 -0.132 -0.491 0.176 -0.526 0.0281
O 3.233 2.887 -1.059 4.270 0.426 -0.469 -0.0620
H -3.350 -0.907 1.840 1.120 1.264 1.127 0.0359
H -2.897 0.508 1.802 0.386 0.055 0.102 0.0260
O -2.764 -0.266 2.373 -0.928 -0.645 -0.542 -0.1205
H -3.518 -1.636 0.125 2.896 -2.884 -0.855 -0.0621
H -4.108 -0.391 -0.394 -0.323 -1.514 2.533 0.1302
O -4.200 -1.094 0.374 -2.739 4.072 -2.157 -0.0667
H 0.077 2.608 3.853 -0.500 0.501 0.950 0.0245
H 0.309 1.346 3.035 0.320 0.663 -0.030 0.0116
O 0.430 2.330 3.025 0.167 -1.075 -0.499 -0.0752
H 1.254 2.765 1.397 -0.219 -0.111 0.113 -0.0113
H 2.461 3.254 2.133 -0.562 -0.019 -1.265 0.0699
O 2.105 3.185 1.209 0.779 0.337 1.640 -0.1054
H 0.048 4.165 0.130 0.666 -0.900 1.434 -0.0312
H 0.187 4.580 -1.225 2.534 -1.355 -4.912 -0.0345
O -0.224 4.811 -0.482 -2.743 3.273 3.422 -0.0007
H 1.988 0.352 -2.916 0.372 2.937 0.943 0.0090
H 2.526 -0.804 -3.647 -2.323 0.223 1.598 0.1420
O 1.712 -0.514 -3.054 2.795 -2.933 -3.235 -0.1317
H 0.325 -0.790 4.138 -0.634 0.168 0.146 0.0565
H -0.919 -0.113 3.298 0.542 -1.048 0.214 0.0504
O 0.041 -0.365 3.324 -0.398 0.407 -0.232 -0.0889
H -1.446 -2.969 -2.999 0.717 -0.701 0.445 0.0575
H -0.296 -2.837 -2.129 1.485 1.216 0.632 -0.0430
O -0.908 -3.501 -2.357 -1.836 -0.797 -1.790 -0.0805

5.
68
Properties=species:S:1:pos:R:3:forces:R:3:lowdin_charge:R:1 method="wB97M-V/def2-TZVPD" charge=0 e_lumo_ev="0.3 / 0.3" gap_ha="0.1929 / 0.1907" e_above_lowest_ev=1.940
Ni -0.012 -0.571 -0.064 0.344 -0.169 0.153 -0.2073
N 1.711 -4.027 1.302 0.172 -0.124 -0.110 0.1687
C 0.632 -4.190 2.144 0.083 0.019 0.002 -0.1863
C 0.379 -5.066 3.198 0.074 0.021 -0.131 -0.0244
C -0.832 -4.921 3.843 -0.191 0.100 0.018 -0.0927
C -1.763 -3.942 3.445 0.047 -0.112 0.108 -0.0790
C -1.499 -3.085 2.397 -0.084 0.024 0.017 -0.0118
C -0.275 -3.205 1.750 -0.324 0.118 -0.093 -0.2088
N 0.248 -2.450 0.697 -0.645 -0.076 0.131 0.1081
C 1.416 -2.973 0.474 0.833 -0.041 -0.183 -0.2677
C 2.336 -2.369 -0.477 -0.781 0.235 0.396 -0.3060
C 3.461 -2.876 -1.019 0.572 -0.530 -0.151 -0.3634
S 4.175 -1.723 -2.038 0.310 0.180 -0.320 1.0309
C 2.917 -0.619 -1.676 0.032 0.028 -0.153 -0.4468
N 2.019 -1.076 -0.859 0.178 -0.064 0.308 0.0107
H 2.577 -4.533 1.328 0.028 0.040 0.036 0.1562
H 1.093 -5.822 3.502 -0.019 0.039 -0.022 0.1070
H -1.070 -5.576 4.674 0.000 0.059 -0.056 0.1006
H -2.702 -3.856 3.980 0.047 -0.027 -0.033 0.1018
H -2.208 -2.337 2.074 -0.011 0.070 0.022 0.0916
H 3.899 -3.860 -0.896 -0.128 0.174 -0.008 0.0777
H 2.901 0.376 -2.108 -0.044 -0.154 0.090 0.0765
I 1.674 3.047 -4.908 -0.012 -0.004 -0.004 0.8587
C 0.745 1.615 -3.757 0.054 0.130 0.205 -0.7915
C 0.235 0.411 -4.167 -0.018 -0.054 -0.065 -0.1455
N -0.257 -0.172 -3.055 -0.166 -0.440 -0.235 0.0128
N -0.088 0.556 -1.954 -0.009 0.001 0.460 -0.0038
C 0.518 1.659 -2.366 0.125 0.303 -0.089 -0.2170
H 0.189 -0.052 -5.141 -0.022 0.020 0.114 0.1194
H -0.666 -1.085 -2.954 -0.027 -0.033 0.025 0.1529
H 0.775 2.451 -1.676 -0.022 -0.099 -0.052 0.1100
Te -0.386 0.715 2.129 -0.024 0.299 -0.634 1.3618
C -2.032 0.669 3.465 -0.088 -0.159 0.076 -0.8861
C -3.264 0.087 3.369 -0.133 -0.204 0.136 -0.2725
C -4.051 0.216 4.554 0.020 -0.054 -0.207 -0.1909
C -3.394 0.888 5.540 -0.014 0.066 0.028 -0.4204
S -1.841 1.367 5.022 0.135 0.024 0.094 0.9295
H -3.612 -0.417 2.475 0.036 0.057 0.186 0.0741
H -5.059 -0.168 4.658 0.096 0.016 -0.016 0.1014
H -3.745 1.132 6.534 0.024 -0.047 -0.118 0.0644
C -0.816 5.170 -0.109 -0.029 0.225 -0.149 -0.1649
Si -0.625 3.946 1.304 0.033 -0.039 -0.081 0.3545
C 1.200 3.878 1.724 0.255 0.042 0.101 -0.2104
C -1.585 4.541 2.779 -0.209 0.176 0.192 -0.1747
C -1.160 2.241 0.759 0.117 -0.060 0.168 -0.6660
Si -2.865 1.837 0.085 0.075 -0.064 -0.049 0.3880
C -3.134 2.704 -1.556 -0.029 0.162 -0.222 -0.1763
C -3.038 0.004 -0.275 -0.056 -0.375 -0.092 -0.1916
C -4.198 2.471 1.223 -0.223 0.155 0.218 -0.1667
H -1.117 6.154 0.272 0.077 -0.132 -0.067 0.0351
H -1.568 4.853 -0.834 0.081 0.097 0.050 -0.0022
H 0.130 5.304 -0.647 -0.125 -0.039 0.039 0.0296
H 1.713 4.795 1.411 -0.067 -0.085 0.062 0.0295
H 1.686 3.031 1.226 0.001 0.087 0.017 0.0156
H 1.354 3.752 2.799 0.035 -0.032 -0.078 0.0263
H -1.085 5.413 3.218 -0.089 -0.096 -0.032 0.0386
H -1.650 3.764 3.546 -0.009 0.102 -0.043 -0.0082
H -2.605 4.838 2.504 0.150 -0.058 0.077 0.0290
H -0.498 1.991 -0.078 -0.068 0.020 0.024 -0.0536
H -2.392 2.400 -2.304 -0.088 0.053 0.064 0.0239
H -3.105 3.795 -1.466 -0.054 -0.186 -0.056 0.0132
H -4.130 2.436 -1.939 0.171 0.015 0.042 0.0369
H -2.048 -0.492 -0.440 -0.480 0.278 0.073 -0.0234
H -3.648 -0.139 -1.178 0.058 0.038 0.135 0.0342
H -3.524 -0.550 0.535 0.037 0.069 -0.164 0.0062
H -4.187 3.569 1.222 -0.046 -0.166 -0.004 0.0302
H -4.068 2.133 2.256 -0.061 0.127 -0.199 0.0142
H -5.186 2.146 0.874 0.097 0.052 0.051 0.0404